1.
52
Properties=species:S:1:pos:R:3 method="wB97M-V/def2-TZVPD" smiles="CN(C)[C@H](CNC(=O)c1ccc(C(=O)c2ccccc2)cc1)c1ccccc1" total_energy_ha=-1188.9650 gap_ev=8.68 e_above_lowest_ev=1.0906 lumo_energy_ha=-0.005
H -3.82603 -0.12475 1.37008
H 3.76368 0.43048 -2.22860
H 4.86486 1.82537 2.18941
C -6.73563 -0.60623 -0.29537
H 4.08423 0.24578 2.41437
H -5.40168 0.69389 3.07327
H 2.04002 -3.24910 1.34327
C -2.04318 -1.25106 -1.66239
C 2.87612 -2.74524 0.88039
C 3.17614 0.98219 -1.48475
N 1.82005 0.50140 -1.49964
H 3.30465 1.70628 3.03494
H 3.81585 3.41895 0.50821
C -1.65377 1.42958 -1.11239
H -7.82440 0.69570 2.62158
C 2.89590 2.85609 0.73066
H 1.68487 -0.44153 -1.16881
C 0.75191 1.31450 -1.65300
C 3.92023 -0.70679 0.13355
C -5.36256 -0.58106 -0.05920
C -0.57598 0.64399 -1.51335
C -4.88646 -0.11282 1.16379
H -8.67907 -0.15002 0.46692
H 2.44211 3.28197 1.62416
H 3.99133 -4.54653 0.56700
H 2.01100 -0.79307 1.08540
C -3.11227 -0.47492 -1.21776
N 3.15342 1.44931 0.97941
C 3.85673 0.78365 -0.11119
C 2.84940 -1.37063 0.72408
H -7.09138 -0.98823 -1.24070
H 5.90001 -3.38188 -0.47601
C -2.90992 0.87888 -0.95614
H -1.48145 2.47963 -0.92985
C 3.89707 1.29945 2.21694
H -3.74036 1.50160 -0.65762
C 3.97058 -3.47379 0.44548
H 2.19532 2.98030 -0.09023
O -4.78344 -2.02093 -1.83823
H 5.85334 -0.93927 -0.75424
C 5.04093 -2.81992 -0.14035
H 0.02499 -1.32159 -2.16199
C -4.45195 -1.11038 -1.10584
H 4.88889 1.17774 -0.21410
O 0.85231 2.50398 -1.89536
C 5.01442 -1.44497 -0.29679
H -2.22231 -2.29055 -1.89447
C -0.78360 -0.70325 -1.79946
H 3.15205 2.03418 -1.77095
C -7.13644 0.33496 1.87121
C -7.61681 -0.13945 0.66093
C -5.77375 0.33814 2.12373

***

2.
20
Properties=species:S:1:pos:R:3 method="wB97M-V/def2-TZVPD" total_energy_ha=-290.9885 gap_ev=8.81 e_above_lowest_ev=4.6317 lumo_energy_ha=0.005
H -1.21038 0.76243 1.72457
C -0.06523 0.96868 -0.09664
H -1.32789 0.66388 -1.81271
H 2.06308 3.01623 -0.61440
H 2.00403 2.14849 0.93547
H 0.67620 -1.72788 0.23229
H 0.48584 1.15266 1.99733
H -0.26935 -3.28641 -1.31359
H -2.02481 -0.00001 -0.30305
H -0.64430 -3.90788 0.31144
H -1.89929 -3.06924 -0.57213
H -0.67057 -0.79056 -1.16409
H 3.01137 1.54832 -0.40590
N 0.98914 1.24897 -0.74947
C 2.05565 2.02050 -0.15448
H -0.61042 2.41102 1.42033
C -0.36940 1.34336 1.34150
C -1.10391 0.17306 -0.86245
C -0.38167 -1.95530 0.49100
C -0.81930 -3.06656 -0.38791

***

3.
18
Properties=species:S:1:pos:R:3 method="wB97M-V/def2-TZVPD" smiles=C[C@@H](N)CSS.O total_energy_ha=-1047.2147 gap_ev=9.24 e_above_lowest_ev=1.4317 lumo_energy_ha=0.016
H 2.53481 -1.94512 3.89355
S -2.42876 -0.14886 0.91294
H 1.06941 -0.94770 -1.51268
H -1.92670 1.86005 -0.30884
H -0.29967 -0.95198 2.20638
C -1.39353 0.91116 0.00719
N 0.44602 -0.59549 -0.86335
H -1.55080 -0.37608 -1.70403
S -1.19982 -0.16450 2.64275
H 0.84179 1.59561 -1.96143
C -0.19126 1.15745 -2.26421
H 0.22688 -1.49188 -0.45730
H 3.40865 -1.56220 2.45784
H -0.76143 2.09673 -2.18698
O 2.62267 -1.47747 3.00705
H -0.25156 0.66091 -3.27858
H -0.43415 1.19706 0.65865
C -0.71256 0.18231 -1.24894

***

4.
89
Properties=species:S:1:pos:R:3 method="wB97M-V/def2-TZVPD" total_energy_ha=-4168.5668 gap_ev=6.78 e_above_lowest_ev=0.0000 lumo_energy_ha=-0.092
C 3.16037 -1.00742 2.48602
C -6.20730 1.12455 -4.58073
H 4.14832 2.77445 -0.10791
H -3.53462 3.05879 0.16391
O -4.47497 4.64674 -2.85426
H -4.92795 1.18845 6.23578
C -1.56346 -0.26574 2.36274
H 1.64361 3.53157 -4.22057
O -1.66387 -0.85471 -6.09582
C -4.58629 -0.43788 -3.76929
H -1.32350 -1.02811 3.10215
H 2.19256 0.12624 -1.37403
H -2.88903 5.70347 -3.68831
H -1.17036 0.74918 -2.41866
P -3.55720 3.27728 -2.51698
O 2.11470 2.29764 -0.01408
O 5.97702 -4.63151 1.12529
O 5.92290 -6.17774 2.93076
C 3.22244 2.91345 -0.66155
C -1.47524 1.68174 -1.94677
O 4.53188 -3.96481 2.94284
H 3.00036 3.97727 -0.73318
H -3.60851 0.85813 -6.73872
O 2.05274 -0.24687 2.00079
H 3.91533 0.16219 -1.78741
H -0.94504 2.51101 -2.40777
O -3.66212 1.68338 2.64438
O -2.85115 0.16346 4.63132
C 1.61141 2.47631 -4.08099
C -3.78413 -0.20367 -4.88589
P -2.73439 1.60450 3.83279
H 3.94735 -0.36302 2.87663
P 5.90471 -4.53214 2.78491
C 1.41730 1.30737 -3.98316
H -1.46049 -0.61764 5.94040
H 3.55810 -1.64472 1.69912
O -0.67366 0.12708 -5.86901
O 3.53574 0.36779 0.22344
H -3.09469 -0.40225 6.59077
H 5.52094 -6.56417 0.52089
O -2.09132 -1.56422 -4.01345
O 1.75201 -0.04506 -6.20277
H -4.24655 -1.15158 -3.02686
S 0.75095 -0.60469 -5.35500
H -1.87719 3.62245 0.43697
H 3.23939 -1.26925 -0.99214
C -5.41813 1.34746 -5.69120
H -3.50366 6.33033 -2.13328
H -0.83842 -0.33643 1.55390
H -5.76654 2.06812 -6.42291
H 3.32927 2.50852 -1.66948
H -4.46096 6.52862 -3.60678
C 5.10633 -5.55726 0.48429
H 5.03142 -5.25313 -0.55886
C -3.77883 5.86229 -3.07906
C -5.78561 0.21886 -3.59099
C -2.83158 3.86994 -0.02764
H -1.22999 1.63351 -0.88265
O 3.00246 1.96975 2.21088
H -5.24091 0.80519 4.52359
H -5.83620 2.32550 5.22444
H -6.39867 0.00666 -2.72280
H 7.41952 -7.44057 2.28185
O -3.83606 2.30832 4.88832
H -3.20639 4.79517 0.41115
H 2.79364 -1.64649 3.28690
H 4.92599 -5.53171 5.10702
C -2.48994 -0.93119 -4.94464
P 2.39241 1.13049 1.13753
H 4.11368 -5.54678 0.93329
H 7.96809 -6.16130 3.39595
H 5.76107 -4.45079 6.24230
H -2.04373 1.01017 6.37320
O 0.95966 0.05329 -3.78463
O 6.46279 -4.33733 4.34041
O -2.60850 4.06159 -1.42863
H 7.02618 -7.53470 4.00661
C 3.18844 -0.18100 -1.05069
C -2.32777 0.04272 5.95668
C 5.88963 -5.11340 5.38801
H -2.56447 -0.43337 1.96378
H -7.15946 1.62795 -4.44488
C 7.15896 -6.85564 3.16458
C -5.02166 1.60234 5.23022
H 6.57356 -5.91624 5.66679
C -4.21596 0.68226 -5.85638
O -2.93322 3.25675 -3.89421
O -2.88160 1.78775 -2.11161
O -1.44196 1.03651 2.92305